16
Properties=species:S:1:pos:R:3 method="wB97M-V/def2-TZVPD" e_homo_ev=-14.5799 smiles=[NH3+]C[C@H](O)CO gap_ev=11.40 charge=+1
N -1.04 0.30 1.07
C -1.04 -0.84 0.18
C 0.74 -0.70 -0.16
O 1.32 -0.32 1.05
C 0.77 0.43 -1.20
O 0.38 1.64 -0.69
H -0.22 0.11 1.57
H -1.92 0.37 1.57
H -1.02 1.15 0.45
H -1.44 -0.60 -0.78
H -1.33 -1.68 0.87
H 1.16 -1.63 -0.66
H 2.08 -0.84 1.39
H 0.05 0.13 -2.01
H 1.79 0.41 -1.62
H 1.13 2.20 -0.44

=====

34
Properties=species:S:1:pos:R:3 method="wB97M-V/def2-TZVPD" e_homo_ev=-6.5261 gap_ev=8.51 charge=-1
K -0.55 1.01 1.29
C -5.39 1.79 0.28
F -6.14 0.71 -0.02
F -5.62 2.76 -0.61
F -5.77 2.21 1.50
S -3.58 1.23 0.15
O -3.39 0.17 1.15
O -3.43 0.74 -1.20
O -2.80 2.42 0.48
C 0.53 3.89 -1.50
F 0.83 4.80 -2.42
F 0.80 4.44 -0.32
F -0.74 3.59 -1.52
S 1.52 2.35 -1.83
O 1.48 1.64 -0.54
O 0.80 1.61 -2.85
O 2.81 2.79 -2.30
C 0.76 -1.75 -1.47
O 1.85 -2.32 -0.71
P 1.75 -2.35 0.91
O 0.66 -1.52 1.46
O 3.24 -1.96 1.29
C 3.78 -0.67 1.12
O 1.67 -3.92 1.23
C 0.57 -4.43 1.97
H -0.24 -2.14 -1.35
H 1.04 -1.89 -2.52
H 0.84 -0.67 -1.34
H 4.06 -0.07 1.99
H 3.10 -0.06 0.52
H 4.71 -0.69 0.56
H 0.88 -4.77 2.96
H 0.13 -5.28 1.45
H -0.16 -3.65 2.18